This record from the OMol25 dataset describes the molecule C5H9NOS at a distorted geometry. The level of theory is ωB97M-V/def2-TZVPD.

Structure (XYZ):
```
17
Properties=species:S:1:pos:R:3:forces:R:3
C 0.335 -1.176 -0.420 -1.37 -0.63 -0.58
H 0.759 0.954 -0.510 -0.22 0.17 -0.47
N 2.760 -2.310 -0.100 0.05 1.14 -0.27
C 1.605 -1.312 0.308 1.76 -1.01 2.27
H -0.510 -1.646 0.192 1.31 0.15 -0.91
H -1.717 1.618 0.039 0.23 -1.38 0.67
O 2.988 1.588 0.385 -1.54 -0.04 0.59
H 1.527 -1.299 1.448 -0.18 0.00 -1.47
H -0.819 0.684 1.296 0.36 0.40 1.35
C -0.084 0.280 -0.654 -1.98 -0.86 -0.03
H -1.963 -0.194 0.404 -0.64 -0.15 -0.37
C -1.265 0.617 0.342 1.01 1.69 -2.29
H -0.457 0.195 -1.706 0.29 1.25 0.80
H 2.394 1.275 1.107 0.73 0.26 -0.44
H 0.323 -1.630 -1.445 0.48 -0.23 1.15
S 4.007 0.430 -0.095 0.53 -2.41 -0.53
C 2.982 -1.068 -0.149 -0.82 1.64 0.55
```
Positions in Å, forces in eV/Å.

Values from the calculation:
Energy (eV): -19700.2174
Frontier orbital gap (eV): 9.6
HOMO energy (eV): -9.289
Molar mass (g mol⁻¹): 131.20
LUMO level (Ha): 0.0108
Energy above the lowest of the compared OMol25 structures with the same formula, charge and spin (kcal per mole): 94.2